1.
The following is a DFT calculation (ωB97M-V with the def2-TZVPD basis set) of a 9-piece molecular cluster, C18H54O16 overall in a non-equilibrium geometry.

Element x y z (Å)
O (-13.25, -7.33, -0.27)
C (-12.57, -8.60, -0.45)
C (-11.60, -8.86, 0.70)
O (-10.53, -7.94, 0.81)
H (-13.44, -6.87, -1.09)
H (-13.34, -9.40, -0.52)
H (-11.99, -8.54, -1.41)
H (-11.15, -9.87, 0.52)
H (-12.12, -8.99, 1.65)
H (-10.88, -7.07, 1.06)
O (-19.52, -4.22, 0.28)
C (-19.81, -5.48, 0.85)
C (-19.98, -5.32, 2.35)
O (-18.87, -4.65, 2.87)
H (-19.87, -4.21, -0.61)
H (-20.72, -5.87, 0.37)
H (-18.98, -6.20, 0.73)
H (-20.08, -6.32, 2.80)
H (-20.87, -4.72, 2.53)
H (-18.58, -4.00, 2.23)
O (-21.83, -5.74, 7.49)
C (-20.44, -5.31, 7.31)
C (-20.32, -5.18, 5.80)
O (-18.91, -4.95, 5.64)
H (-22.12, -5.52, 8.36)
H (-20.35, -4.34, 7.76)
H (-19.68, -5.96, 7.73)
H (-21.00, -4.39, 5.49)
H (-20.65, -6.10, 5.32)
H (-18.68, -4.62, 4.76)
O (-21.24, -10.50, 6.60)
C (-20.82, -9.29, 5.90)
C (-19.35, -9.23, 5.66)
O (-18.95, -10.36, 4.89)
H (-21.49, -11.15, 5.91)
H (-21.31, -9.17, 4.92)
H (-21.11, -8.47, 6.51)
H (-18.80, -9.21, 6.63)
H (-19.19, -8.28, 5.15)
H (-18.00, -10.50, 5.05)
O (-15.39, -12.53, 1.09)
C (-14.50, -11.46, 1.44)
C (-14.90, -11.23, 2.92)
O (-14.31, -10.06, 3.50)
H (-15.02, -12.94, 0.32)
H (-13.44, -11.68, 1.31)
H (-14.78, -10.62, 0.79)
H (-14.54, -12.13, 3.43)
H (-15.97, -11.19, 3.09)
H (-14.70, -9.35, 2.93)
O (-19.60, -9.95, 2.01)
C (-18.48, -10.24, 1.13)
C (-18.77, -11.53, 0.42)
O (-19.94, -11.51, -0.43)
H (-19.30, -9.75, 2.92)
H (-18.39, -9.37, 0.43)
H (-17.55, -10.36, 1.68)
H (-18.80, -12.43, 1.05)
H (-17.90, -11.72, -0.24)
H (-20.62, -11.32, 0.23)
O (-12.64, -6.39, 7.11)
C (-13.48, -6.41, 5.98)
C (-12.68, -6.60, 4.73)
O (-11.85, -5.42, 4.56)
H (-12.16, -5.55, 7.11)
H (-14.21, -7.22, 6.11)
H (-14.09, -5.50, 5.96)
H (-13.34, -6.57, 3.83)
H (-12.07, -7.50, 4.73)
H (-10.96, -5.65, 4.85)
C (-16.92, -7.41, 3.25)
C (-15.94, -6.94, 2.18)
O (-15.18, -8.10, 1.71)
H (-16.32, -7.91, 4.04)
H (-17.67, -8.03, 2.83)
H (-17.50, -6.59, 3.70)
H (-15.23, -6.20, 2.55)
H (-16.46, -6.41, 1.36)
H (-14.60, -7.78, 0.99)
C (-14.53, -3.21, 3.13)
C (-13.72, -3.46, 1.90)
O (-14.15, -2.67, 0.85)
H (-15.60, -3.41, 3.06)
H (-14.45, -2.15, 3.43)
H (-14.06, -3.74, 3.98)
H (-13.76, -4.54, 1.72)
H (-12.69, -3.24, 2.20)
H (-13.60, -2.88, 0.10)

Computed properties:
Kohn-Sham gap = 10.0 eV
Spin multiplicity = 1
Total charge = 0
Largest force on an atom = 2.19 eV Å⁻¹
SMILES string = OCCO.OCCO.OCCO.OCCO.OCCO.OCCO.OCCO.CCO.CCO


2.
The following is a DFT calculation (ωB97M-V with the def2-TZVPD basis set) of a 6-piece molecular cluster, C18H54O24P6 overall in a non-equilibrium geometry.

Element x y z (Å)
C (0.43, -6.33, -0.31)
O (0.35, -7.58, -1.02)
P (-0.45, -8.82, -0.48)
O (0.32, -9.78, 0.31)
O (-1.68, -8.12, 0.24)
C (-2.73, -9.01, 0.69)
O (-1.12, -9.44, -1.77)
C (-0.37, -10.28, -2.65)
H (-0.40, -5.72, -0.67)
H (1.38, -5.86, -0.52)
H (0.24, -6.49, 0.76)
H (-3.66, -8.72, 0.22)
H (-2.83, -8.86, 1.76)
H (-2.52, -10.06, 0.52)
H (-0.36, -9.85, -3.65)
H (-0.81, -11.27, -2.64)
H (0.68, -10.34, -2.35)
C (3.07, 6.20, 0.54)
O (2.46, 5.09, 1.26)
P (3.32, 4.08, 2.08)
O (4.11, 3.08, 1.38)
O (2.27, 3.47, 3.10)
C (1.44, 4.34, 3.85)
O (4.23, 5.06, 2.97)
C (4.92, 4.49, 4.07)
H (3.22, 5.88, -0.49)
H (3.97, 6.51, 1.06)
H (2.30, 6.96, 0.50)
H (1.46, 4.07, 4.91)
H (0.40, 4.25, 3.52)
H (1.77, 5.38, 3.82)
H (5.43, 3.54, 3.88)
H (4.24, 4.41, 4.91)
H (5.75, 5.14, 4.35)
C (-3.59, 5.00, 2.37)
O (-3.72, 3.60, 2.14)
P (-5.01, 3.00, 1.45)
O (-6.26, 3.32, 2.13)
O (-4.67, 1.46, 1.38)
C (-3.33, 0.94, 1.46)
O (-4.89, 3.55, -0.02)
C (-6.01, 3.43, -0.92)
H (-4.57, 5.45, 2.48)
H (-3.09, 5.46, 1.51)
H (-2.93, 5.16, 3.22)
H (-2.61, 1.73, 1.25)
H (-3.23, 0.17, 0.70)
H (-3.15, 0.58, 2.47)
H (-5.62, 3.61, -1.92)
H (-6.77, 4.14, -0.64)
H (-6.40, 2.41, -0.92)
C (2.84, -0.01, -0.56)
O (1.58, 0.18, -1.23)
P (0.21, -0.44, -0.74)
O (-0.71, -0.71, -1.83)
O (0.65, -1.73, 0.08)
C (0.90, -2.92, -0.65)
O (-0.35, 0.55, 0.33)
C (0.35, 0.76, 1.55)
H (2.92, -0.93, 0.02)
H (3.08, 0.83, 0.10)
H (3.53, -0.18, -1.38)
H (0.47, -2.89, -1.65)
H (0.40, -3.78, -0.20)
H (1.96, -3.18, -0.61)
H (0.74, -0.16, 1.99)
H (-0.34, 1.19, 2.28)
H (1.16, 1.49, 1.44)
C (-2.10, 1.71, -3.31)
O (-2.13, 2.52, -4.51)
P (-3.47, 3.26, -4.88)
O (-4.32, 3.62, -3.76)
O (-2.91, 4.48, -5.72)
C (-3.64, 5.72, -5.83)
O (-4.17, 2.34, -5.95)
C (-3.44, 1.81, -7.05)
H (-1.27, 1.01, -3.35)
H (-3.01, 1.12, -3.25)
H (-1.91, 2.35, -2.45)
H (-3.96, 5.84, -6.86)
H (-2.91, 6.50, -5.58)
H (-4.45, 5.78, -5.11)
H (-3.40, 0.72, -6.98)
H (-2.42, 2.18, -7.08)
H (-3.92, 2.07, -7.99)
C (3.26, 0.33, 3.53)
O (3.05, -0.96, 2.97)
P (4.24, -1.90, 2.57)
O (4.99, -2.43, 3.70)
O (3.50, -2.94, 1.67)
C (2.67, -3.95, 2.28)
O (5.02, -0.98, 1.55)
C (6.02, -1.47, 0.67)
H (4.32, 0.52, 3.71)
H (2.69, 0.52, 4.44)
H (3.06, 1.08, 2.77)
H (2.69, -4.83, 1.64)
H (1.68, -3.51, 2.41)
H (3.03, -4.18, 3.28)
H (6.07, -2.56, 0.67)
H (7.02, -1.13, 0.93)
H (5.81, -1.16, -0.35)

Computed properties:
Kohn-Sham gap = 10.3 eV
Spin multiplicity = 1
Total charge = 0
Largest force on an atom = 1.73 eV Å⁻¹
SMILES string = COP(=O)(OC)OC.COP(=O)(OC)OC.COP(=O)(OC)OC.COP(=O)(OC)OC.COP(=O)(OC)OC.COP(=O)(OC)OC


3.
The following is a DFT calculation (ωB97M-V with the def2-TZVPD basis set) of a 9-piece molecular cluster, C18H54O9 overall in a non-equilibrium geometry.

Element x y z (Å)
C (3.80, 1.76, -3.32)
C (5.00, 1.25, -4.22)
O (5.48, 0.11, -3.58)
H (4.13, 1.95, -2.30)
H (3.02, 1.00, -3.33)
H (3.47, 2.68, -3.79)
H (5.81, 1.97, -4.29)
H (4.63, 0.97, -5.21)
H (6.39, -0.07, -3.83)
C (3.75, 2.10, 1.23)
C (4.07, 2.87, 2.55)
O (3.63, 2.10, 3.59)
H (2.69, 1.91, 1.12)
H (4.34, 1.19, 1.12)
H (4.09, 2.73, 0.40)
H (3.50, 3.79, 2.67)
H (5.13, 3.09, 2.67)
H (4.40, 1.60, 3.88)
C (0.11, -2.95, -3.45)
C (-0.26, -3.16, -4.93)
O (-1.60, -2.94, -5.16)
H (-0.38, -3.63, -2.76)
H (-0.28, -1.98, -3.13)
H (1.18, -2.94, -3.27)
H (0.05, -4.17, -5.20)
H (0.23, -2.49, -5.63)
H (-1.82, -3.28, -6.03)
C (-0.26, 0.58, -1.54)
C (0.01, -0.38, -0.41)
O (-1.19, -0.79, 0.20)
H (0.66, 0.88, -2.04)
H (-0.89, 1.36, -1.11)
H (-0.81, 0.03, -2.31)
H (0.65, 0.05, 0.36)
H (0.52, -1.20, -0.91)
H (-0.92, -1.53, 0.75)
C (0.53, 4.50, -0.89)
C (1.70, 5.09, -0.12)
O (2.78, 5.21, -0.93)
H (0.70, 3.47, -1.18)
H (0.36, 5.04, -1.82)
H (-0.42, 4.65, -0.37)
H (1.92, 4.44, 0.73)
H (1.51, 6.09, 0.28)
H (3.50, 5.21, -0.29)
C (-4.15, -2.22, 1.93)
C (-4.76, -3.47, 1.36)
O (-5.58, -4.09, 2.32)
H (-3.42, -1.83, 1.23)
H (-3.58, -2.42, 2.84)
H (-4.89, -1.45, 2.15)
H (-3.99, -4.13, 0.96)
H (-5.37, -3.16, 0.51)
H (-5.90, -4.88, 1.87)
C (-3.78, 3.07, 0.48)
C (-3.23, 1.74, 0.96)
O (-3.41, 0.78, -0.06)
H (-3.46, 3.32, -0.53)
H (-3.42, 3.85, 1.16)
H (-4.86, 3.20, 0.49)
H (-3.68, 1.34, 1.87)
H (-2.17, 1.87, 1.16)
H (-2.65, 0.20, 0.00)
C (-1.44, -0.71, 5.00)
C (-1.28, -0.10, 3.64)
O (-1.10, 1.30, 3.88)
H (-2.25, -0.24, 5.56)
H (-0.52, -0.65, 5.58)
H (-1.73, -1.75, 4.97)
H (-2.16, -0.22, 3.01)
H (-0.35, -0.42, 3.16)
H (-0.24, 1.40, 4.29)
C (0.37, -4.52, -0.03)
C (-0.80, -4.34, 0.92)
O (-0.58, -3.17, 1.71)
H (0.11, -5.18, -0.86)
H (1.17, -4.98, 0.55)
H (0.69, -3.57, -0.46)
H (-0.92, -5.17, 1.61)
H (-1.71, -4.26, 0.31)
H (0.20, -3.29, 2.25)

Computed properties:
Kohn-Sham gap = 9.5 eV
Spin multiplicity = 1
Total charge = 0
Largest force on an atom = 2.74 eV Å⁻¹
SMILES string = CCO.CCO.CCO.CCO.CCO.CCO.CCO.CCO.CCO


4.
The following is a DFT calculation (ωB97M-V with the def2-TZVPD basis set) of a 9-piece molecular cluster, C18H54O9 overall in a non-equilibrium geometry.

Element x y z (Å)
C (-2.86, 1.65, -3.17)
C (-2.24, 1.80, -1.78)
O (-1.96, 3.17, -1.62)
H (-2.27, 2.00, -4.02)
H (-3.85, 2.09, -3.11)
H (-3.06, 0.59, -3.33)
H (-1.39, 1.12, -1.68)
H (-3.03, 1.42, -1.14)
H (-2.03, 3.33, -0.67)
C (-2.73, -2.58, -1.39)
C (-2.60, -3.93, -0.69)
O (-1.35, -3.99, -0.14)
H (-3.76, -2.53, -1.76)
H (-2.21, -2.61, -2.35)
H (-2.66, -1.74, -0.70)
H (-2.72, -4.77, -1.37)
H (-3.32, -3.91, 0.13)
H (-1.20, -3.11, 0.20)
C (1.40, -3.04, -1.68)
C (1.67, -4.28, -0.87)
O (3.05, -4.43, -0.64)
H (0.42, -2.98, -2.14)
H (2.13, -2.81, -2.46)
H (1.58, -2.14, -1.08)
H (1.50, -5.12, -1.55)
H (1.02, -4.33, 0.00)
H (3.36, -5.17, -1.18)
C (1.85, -1.58, 4.14)
C (2.70, -2.28, 3.02)
O (1.93, -2.64, 1.86)
H (2.43, -0.88, 4.72)
H (1.51, -2.37, 4.80)
H (0.98, -0.99, 3.85)
H (3.24, -3.15, 3.38)
H (3.38, -1.54, 2.61)
H (2.59, -2.57, 1.17)
C (0.46, 2.75, -4.79)
C (0.71, 3.72, -3.64)
O (0.63, 3.01, -2.44)
H (0.38, 3.17, -5.80)
H (-0.38, 2.08, -4.62)
H (1.26, 2.02, -4.86)
H (0.08, 4.61, -3.54)
H (1.64, 4.16, -3.99)
H (-0.32, 2.91, -2.35)
C (-3.61, 5.86, 1.28)
C (-2.11, 5.71, 1.39)
O (-1.61, 4.47, 0.86)
H (-4.03, 5.04, 1.86)
H (-4.02, 5.76, 0.27)
H (-3.90, 6.86, 1.58)
H (-1.67, 5.87, 2.37)
H (-1.67, 6.49, 0.76)
H (-0.66, 4.48, 0.97)
C (4.54, 3.04, -0.05)
C (3.40, 2.72, -1.08)
O (2.23, 3.26, -0.45)
H (4.80, 4.09, 0.01)
H (5.51, 2.56, -0.20)
H (4.21, 2.70, 0.93)
H (3.21, 1.65, -1.11)
H (3.64, 3.10, -2.08)
H (1.51, 3.28, -1.08)
C (-0.74, -4.26, 3.71)
C (0.11, -5.24, 2.86)
O (1.43, -4.84, 3.26)
H (-0.61, -3.20, 3.49)
H (-0.47, -4.09, 4.75)
H (-1.75, -4.65, 3.82)
H (0.00, -5.15, 1.78)
H (-0.22, -6.24, 3.15)
H (1.72, -4.16, 2.66)
C (-0.29, 0.99, 1.19)
C (-1.12, -0.31, 1.23)
O (-0.39, -1.38, 0.72)
H (-0.90, 1.69, 1.78)
H (-0.19, 1.43, 0.20)
H (0.73, 0.85, 1.54)
H (-2.10, -0.11, 0.80)
H (-1.27, -0.72, 2.23)
H (0.35, -1.66, 1.26)

Computed properties:
Kohn-Sham gap (spin up / spin down) = 8.9 / 2.2 eV
Spin multiplicity = 2
Total charge = +1
Largest force on an atom = 3.86 eV Å⁻¹


5.
The following is a DFT calculation (ωB97M-V with the def2-TZVPD basis set) of a 8-piece molecular cluster, C18H55N3O8 overall in a non-equilibrium geometry.

Element x y z (Å)
C (19.03, 4.21, -7.19)
O (18.01, 4.39, -8.21)
C (18.28, 3.67, -9.39)
C (17.14, 3.92, -10.38)
C (15.70, 3.66, -9.80)
N (17.36, 3.14, -11.59)
H (19.10, 3.13, -7.05)
H (18.76, 4.69, -6.25)
H (20.06, 4.50, -7.42)
H (19.26, 3.96, -9.77)
H (18.31, 2.64, -9.04)
H (17.10, 4.98, -10.63)
H (15.56, 4.39, -9.00)
H (15.49, 2.69, -9.35)
H (15.03, 3.79, -10.65)
H (18.26, 3.34, -12.01)
H (16.64, 3.29, -12.27)
C (14.51, 6.76, -4.25)
O (15.74, 6.21, -4.81)
C (15.80, 6.16, -6.24)
C (16.86, 7.11, -6.83)
C (16.61, 8.57, -6.48)
N (16.97, 7.05, -8.28)
H (13.78, 5.97, -4.04)
H (14.06, 7.59, -4.78)
H (14.72, 7.26, -3.31)
H (16.02, 5.13, -6.53)
H (14.85, 6.39, -6.73)
H (17.73, 6.73, -6.29)
H (17.18, 9.25, -7.11)
H (16.98, 8.74, -5.47)
H (15.57, 8.88, -6.49)
H (17.22, 6.11, -8.54)
H (17.73, 7.65, -8.58)
C (13.48, 3.50, -6.98)
O (14.41, 2.47, -6.69)
C (14.25, 2.02, -5.34)
C (15.43, 1.09, -4.75)
C (15.49, -0.32, -5.34)
N (15.20, 0.90, -3.36)
H (13.74, 3.79, -8.00)
H (13.57, 4.33, -6.28)
H (12.47, 3.09, -7.03)
H (14.14, 2.85, -4.65)
H (13.29, 1.49, -5.36)
H (16.40, 1.57, -4.90)
H (15.79, -0.37, -6.38)
H (14.46, -0.67, -5.30)
H (16.12, -1.00, -4.76)
H (15.47, 1.76, -2.91)
H (15.86, 0.23, -2.98)
C (15.88, 6.92, -0.63)
C (15.59, 7.05, 0.85)
O (15.20, 8.36, 1.18)
H (16.34, 5.94, -0.78)
H (16.51, 7.69, -1.05)
H (14.92, 6.96, -1.16)
H (16.57, 6.95, 1.32)
H (15.00, 6.24, 1.28)
H (15.94, 8.97, 1.15)
C (19.09, 8.17, -3.40)
C (20.24, 7.95, -2.39)
O (21.19, 7.29, -3.22)
H (18.60, 7.26, -3.73)
H (19.43, 8.87, -4.16)
H (18.29, 8.75, -2.94)
H (19.87, 7.41, -1.52)
H (20.62, 8.92, -2.09)
H (21.52, 7.87, -3.90)
C (14.22, 3.64, -1.68)
C (15.36, 3.25, -0.71)
O (16.48, 3.13, -1.53)
H (14.48, 4.32, -2.49)
H (13.35, 3.94, -1.09)
H (13.77, 2.88, -2.31)
H (15.24, 2.25, -0.30)
H (15.45, 3.96, 0.11)
H (17.17, 2.65, -1.06)
O (19.63, 2.78, -2.86)
H (18.85, 3.04, -3.36)
H (19.47, 1.86, -2.63)
O (17.51, 4.40, -3.92)
H (16.96, 5.07, -4.31)
H (17.11, 4.22, -3.07)

Computed properties:
Kohn-Sham gap = 9.4 eV
Spin multiplicity = 1
Total charge = 0
Largest force on an atom = 2.95 eV Å⁻¹
SMILES string = COC[C@H](C)N.COC[C@H](C)N.COC[C@H](C)N.CCO.CCO.CCO.O.O


For each record above, in turn, the calculated energy above the lowest of the compared OMol25 structures with the same formula, charge and spin values are 4.2; 0.0; 94.2; 63.5; 40.3 kcal/mol.